{"formula": "C2H4BrN", "method": "ωB97M-V with the def2-TZVPD basis set", "homo_ev": -9.73, "molar_mass_da": 121.96, "smiles": "C=NCBr", "energy_ha": -2707.31000, "elements": ["C", "N", "C", "Br", "H", "H", "H", "H"], "xyz": [[0.597, 1.225, -0.171], [-0.389, 0.561, -0.611], [-0.630, -0.970, 0.005], [-0.057, -1.228, 1.722], [0.784, 2.125, -0.725], [1.277, 1.048, 0.717], [-1.639, -1.243, -0.136], [0.057, -1.516, -0.801]], "forces_ev_per_a": [[-0.269, -0.424, 0.565], [-0.010, -2.747, 1.445], [3.025, 2.550, -4.720], [0.546, -0.358, 1.692], [0.190, 0.582, -0.080], [-0.856, -0.341, -0.880], [-1.021, 0.013, -0.059], [-1.605, 0.726, 2.037]]}

{"formula": "C18H15GaN3OSe", "method": "ωB97M-V with the def2-TZVPD basis set", "homo_ev": -11.68, "total_charge": 1, "molar_mass_da": 438.02, "energy_ha": -5260.52111, "elements": ["Ga", "O", "C", "N", "C", "C", "C", "C", "C", "C", "N", "C", "C", "C", "C", "C", "N", "H", "H", "H", "H", "H", "H", "H", "H", "H", "H", "Se", "C", "C", "C", "C", "C", "C", "H", "H", "H", "H", "H"], "xyz": [[0.363, 0.110, -0.215], [1.926, 0.810, -3.756], [1.489, 0.879, -2.628], [1.642, 0.004, -1.614], [1.984, -1.367, -1.921], [0.680, -2.145, -1.873], [0.458, -3.292, -2.614], [-0.805, -3.856, -2.631], [-1.822, -3.278, -1.882], [-1.528, -2.172, -1.120], [-0.306, -1.616, -1.121], [0.556, 2.011, -2.239], [0.457, 3.155, -3.002], [-0.536, 4.072, -2.700], [-1.407, 3.812, -1.649], [-1.236, 2.661, -0.911], [-0.273, 1.777, -1.206], [2.436, -1.444, -2.908], [2.682, -1.763, -1.180], [1.269, -3.716, -3.191], [-1.002, -4.729, -3.239], [-2.826, -3.677, -1.894], [-2.275, -1.705, -0.493], [1.148, 3.287, -3.823], [-0.644, 4.974, -3.287], [-2.210, 4.491, -1.403], [-1.878, 2.425, -0.073], [1.624, 0.317, 1.709], [0.626, 0.113, 3.334], [0.009, 1.219, 3.905], [-0.536, 1.112, 5.177], [-0.459, -0.089, 5.869], [0.159, -1.188, 5.290], [0.709, -1.092, 4.019], [-0.031, 2.158, 3.368], [-1.008, 1.973, 5.632], [-0.869, -0.165, 6.867], [0.220, -2.125, 5.829], [1.212, -1.938, 3.571]], "forces_ev_per_a": [[0.397, 0.041, -0.339], [0.057, 0.032, -0.087], [0.021, -0.070, 0.184], [0.314, 0.077, 0.005], [-0.160, 0.108, 0.008], [-0.013, -0.041, -0.115], [-0.009, -0.056, 0.040], [-0.003, -0.008, -0.010], [0.000, -0.059, -0.023], [0.015, -0.020, 0.118], [-0.125, 0.175, 0.148], [-0.164, -0.020, -0.158], [0.009, 0.046, 0.012], [0.000, -0.011, -0.015], [0.008, 0.072, -0.002], [0.011, -0.050, 0.057], [-0.119, -0.112, 0.143], [0.001, -0.064, -0.021], [0.039, -0.035, -0.011], [-0.014, 0.035, -0.037], [0.000, -0.003, 0.021], [0.009, -0.007, 0.052], [-0.002, 0.019, -0.002], [-0.027, -0.014, -0.021], [0.003, -0.001, 0.012], [0.019, 0.009, 0.023], [0.011, -0.003, 0.023], [-0.088, -0.016, -0.038], [-0.032, 0.033, -0.046], [-0.059, -0.071, 0.064], [-0.031, 0.004, -0.038], [0.014, 0.008, 0.001], [-0.025, -0.035, -0.033], [-0.089, 0.023, 0.058], [0.036, 0.015, 0.019], [-0.004, -0.012, 0.002], [-0.016, -0.003, -0.011], [0.010, 0.015, 0.012], [0.007, -0.001, 0.006]]}

{"formula": "C4H8BrN2", "method": "ωB97M-V with the def2-TZVPD basis set", "homo_ev": -13.03, "total_charge": 1, "molar_mass_da": 164.03, "smiles": "CC#[N+]CCNBr", "energy_ha": -2840.37795, "elements": ["C", "C", "N", "C", "C", "N", "Br", "H", "H", "H", "H", "H", "H", "H", "H"], "xyz": [[1.083, 2.592, -0.069], [0.819, 1.270, 0.004], [0.774, 0.149, 0.202], [0.630, -1.193, 0.413], [-0.624, -1.683, -0.460], [-1.786, -1.374, 0.326], [-2.553, 0.279, 0.011], [0.497, 3.127, -0.789], [2.301, 2.468, -0.180], [0.865, 3.024, 0.960], [0.230, -1.241, 1.399], [1.532, -1.593, 0.126], [-0.535, -1.161, -1.464], [-0.643, -2.689, -0.664], [-2.590, -1.976, 0.187]], "forces_ev_per_a": [[3.309, 2.690, 1.640], [-0.844, -3.819, 0.619], [0.021, 2.794, -0.782], [-3.514, -0.960, -1.016], [0.964, 3.228, -0.356], [-0.785, -0.191, 0.200], [-0.135, 0.897, -0.124], [0.261, 0.367, -0.733], [-2.824, 1.362, -0.153], [0.413, -0.322, -1.139], [0.572, -0.895, 1.163], [2.011, -1.726, -0.011], [-0.397, -0.472, 0.975], [0.460, -2.522, -0.123], [0.489, -0.430, -0.160]]}

{"formula": "C4H9NS", "method": "ωB97M-V with the def2-TZVPD basis set", "homo_ev": -8.11, "molar_mass_da": 103.19, "energy_ha": -610.45117, "elements": ["C", "C", "C", "C", "N", "S", "H", "H", "H", "H", "H", "H", "H", "H", "H"], "xyz": [[-0.133, 1.183, 1.414], [-1.684, 0.336, -0.187], [-0.974, -0.924, -0.519], [0.574, -0.760, -0.826], [2.423, 0.025, 1.212], [1.245, 0.556, 0.398], [-0.317, 2.147, 0.950], [-2.434, 0.189, 0.576], [-1.861, 1.135, -0.991], [-1.139, -1.687, 0.314], [-1.465, -1.368, -1.422], [1.008, -1.658, -0.623], [0.769, -0.205, -1.793], [2.036, -0.466, 2.049], [1.950, 1.496, -0.553]], "forces_ev_per_a": [[-0.738, -1.909, -3.445], [1.969, 2.072, 1.533], [0.608, -1.055, -0.373], [-3.136, 4.194, -0.273], [0.247, -0.684, 0.858], [-0.861, 0.889, -0.328], [0.106, 0.788, 0.187], [-0.423, 0.363, -0.319], [0.271, -1.352, 1.354], [0.472, 1.085, -1.016], [0.497, 0.048, 0.380], [2.036, -2.162, 0.033], [-0.175, -1.326, 0.760], [0.383, 0.679, -0.738], [-1.254, -1.632, 1.388]]}

{"formula": "C23H25FN2O3", "method": "ωB97M-V with the def2-TZVPD basis set", "homo_ev": -9.02, "molar_mass_da": 396.46, "smiles": "Cc1cc(C)cc(C(=O)N[C@H]2CC23CCN(C(=O)c2cccc(O)c2F)CC3)c1", "energy_ha": -1326.55083, "elements": ["C", "C", "C", "C", "C", "C", "C", "C", "O", "N", "C", "C", "C", "C", "C", "N", "C", "O", "C", "C", "C", "C", "C", "O", "C", "F", "C", "C", "C", "H", "H", "H", "H", "H", "H", "H", "H", "H", "H", "H", "H", "H", "H", "H", "H", "H", "H", "H", "H", "H", "H", "H", "H", "H"], "xyz": [[-5.553, -0.967, 0.790], [-4.654, -2.157, 1.069], [-5.210, -3.414, 1.314], [-4.387, -4.505, 1.596], [-4.991, -5.872, 1.854], [-3.001, -4.336, 1.623], [-2.419, -3.083, 1.375], [-0.913, -2.938, 1.420], [-0.209, -3.758, 2.008], [-0.393, -1.898, 0.755], [1.026, -1.568, 0.752], [1.921, -2.167, -0.311], [1.583, -0.697, -0.366], [0.642, -0.193, -1.489], [0.072, 1.211, -1.170], [1.214, 2.111, -0.906], [1.787, 2.779, -1.949], [1.419, 2.610, -3.114], [2.914, 3.755, -1.689], [3.987, 3.815, -2.592], [5.027, 4.727, -2.410], [4.998, 5.610, -1.333], [3.923, 5.593, -0.447], [3.911, 6.490, 0.590], [2.872, 4.681, -0.628], [1.811, 4.720, 0.218], [1.982, 1.738, 0.303], [2.635, 0.360, 0.035], [-3.267, -1.994, 1.106], [-5.153, -0.065, 1.257], [-5.635, -0.792, -0.282], [-6.550, -1.115, 1.205], [-6.282, -3.543, 1.291], [-4.352, -6.657, 1.447], [-5.106, -6.043, 2.925], [-5.962, -5.976, 1.369], [-2.368, -5.186, 1.842], [-1.036, -1.186, 0.463], [1.451, -1.475, 1.756], [2.927, -2.478, -0.027], [1.479, -2.850, -1.036], [1.190, -0.149, -2.432], [-0.174, -0.893, -1.675], [-0.601, 1.614, -1.931], [-0.533, 1.181, -0.263], [4.017, 3.146, -3.444], [5.850, 4.751, -3.110], [5.808, 6.313, -1.202], [4.654, 7.095, 0.574], [2.677, 2.501, 0.651], [1.265, 1.660, 1.122], [3.191, 0.043, 0.918], [3.381, 0.458, -0.755], [-2.864, -1.007, 0.932]], "forces_ev_per_a": [[0.219, -0.184, 0.193], [-0.173, 0.241, 0.156], [0.808, 0.117, 0.029], [-0.031, -0.186, -0.173], [0.196, 0.222, -0.205], [0.024, 0.475, -0.049], [-0.649, 0.204, -0.018], [0.206, -1.524, 0.841], [-0.474, 0.451, -0.419], [0.774, 1.028, -0.464], [-0.384, -0.239, -0.010], [0.172, -0.031, 0.030], [-0.340, 0.495, -0.047], [-0.100, 0.021, 0.300], [0.850, -0.313, 0.075], [0.014, 0.526, 0.468], [-0.257, -0.372, -1.099], [0.110, 0.243, 0.869], [0.028, 0.473, 0.559], [0.066, 0.118, 0.298], [-0.496, -0.080, 0.306], [-0.449, -0.804, -0.556], [0.619, 0.690, 0.165], [-1.093, -0.613, 0.237], [0.355, -0.039, -0.339], [0.612, 0.016, -0.348], [-0.525, -0.657, -0.347], [-0.288, -0.088, 0.181], [-0.060, -0.862, 0.074], [0.060, 0.024, -0.094], [-0.073, 0.053, -0.016], [0.016, -0.087, -0.126], [-0.126, 0.006, -0.011], [0.054, 0.017, 0.114], [-0.049, -0.062, 0.008], [-0.035, 0.093, 0.119], [0.122, 0.080, -0.006], [0.054, 0.096, -0.217], [-0.107, 0.062, -0.375], [-0.212, 0.230, 0.094], [-0.124, 0.359, 0.154], [0.132, 0.159, 0.053], [-0.038, -0.143, 0.166], [0.562, -0.064, -0.209], [0.128, -0.031, 0.278], [-0.202, -0.039, 0.139], [0.008, -0.002, 0.003], [0.017, 0.141, 0.155], [0.213, -0.114, -0.330], [0.134, -0.075, -0.557], [-0.124, -0.164, 0.007], [-0.091, -0.141, 0.113], [-0.040, 0.090, -0.193], [-0.015, 0.182, 0.024]]}

{"formula": "C9H14N4O4", "method": "ωB97M-V with the def2-TZVPD basis set", "homo_ev": -8.95, "molar_mass_da": 242.23, "smiles": "N[C@@H](Cc1c[nH]cn1)C(=O)N[C@@H](CO)C(=O)O", "energy_ha": -871.37377, "elements": ["N", "C", "C", "C", "C", "N", "C", "N", "C", "O", "N", "C", "C", "O", "C", "O", "O", "H", "H", "H", "H", "H", "H", "H", "H", "H", "H", "H", "H", "H", "H"], "xyz": [[0.699, 0.675, 1.373], [0.492, -0.410, 0.436], [-0.325, -1.605, 0.953], [0.482, -2.398, 1.912], [0.637, -3.748, 1.967], [1.522, -3.941, 3.016], [1.866, -2.695, 3.468], [1.229, -1.737, 2.828], [-0.228, 0.119, -0.848], [-0.835, -0.640, -1.633], [-0.065, 1.449, -1.076], [-0.580, 2.124, -2.315], [-2.111, 1.929, -2.559], [-2.327, 0.828, -3.447], [-0.186, 3.584, -2.268], [-0.572, 4.471, -2.998], [0.681, 3.801, -1.256], [1.407, 0.448, 2.058], [-0.170, 0.847, 1.923], [1.522, -0.760, 0.167], [-1.280, -1.186, 1.429], [-0.605, -2.208, 0.144], [0.162, -4.572, 1.431], [1.813, -4.785, 3.455], [2.566, -2.566, 4.253], [0.307, 1.998, -0.274], [-0.055, 1.666, -3.201], [-2.587, 2.757, -2.968], [-2.623, 1.744, -1.599], [-1.804, 0.077, -3.032], [0.969, 4.735, -1.338]], "forces_ev_per_a": [[-1.061, 0.849, 0.643], [-0.158, -0.177, -0.615], [-0.477, 1.430, 1.394], [-1.018, 0.372, -1.029], [-0.070, -0.600, 0.558], [0.091, 1.329, -0.135], [-0.653, -0.492, -0.308], [1.102, -0.945, 0.920], [0.172, -0.041, -0.963], [0.878, 0.859, 1.013], [-0.523, -0.019, 0.076], [0.086, -0.766, 0.402], [0.784, -2.431, 0.654], [0.785, -0.334, 0.881], [-0.195, 0.675, -0.127], [0.322, -1.036, 0.523], [0.386, 1.092, -0.326], [-0.083, -0.228, -0.101], [0.878, -0.215, -0.572], [-0.892, 0.173, -0.214], [1.157, -0.602, -0.519], [-0.568, -0.798, -1.226], [0.317, 0.495, 0.237], [0.122, -0.508, -0.055], [0.422, 0.115, 0.559], [-0.224, -0.680, -1.029], [-0.487, 0.464, 0.712], [-0.401, 1.661, -1.010], [0.374, -0.020, -0.018], [-0.832, 0.864, -0.462], [-0.236, -0.486, 0.139]]}